# C16H49F6N3O21S6

A 12-piece molecular cluster, C16H49F6N3O21S6 overall in a non-equilibrium geometry (ωB97M-V/def2-TZVPD, the OMol25 dataset).

As for the multiplicity: 1. The value obtained for the HOMO-LUMO gap is 2.32 eV. As for the charge: -4. The lowest unoccupied orbital energy is 6.66 eV. The value obtained for the total energy is -146155.3856 eV.

Each line ends with the Mulliken charge.
Cartesian coordinates (Å):
O  3.74527  1.35416  -0.17300  -1.00
H  3.09400  1.69929  0.46830  0.04
N  4.93770  -1.75050  -0.29053  -0.10
S  5.76620  -3.04723  -0.09586  1.06
O  6.11265  -3.69656  -1.33301  -0.70
O  5.65215  -3.84568  1.13947  -0.64
F  7.15393  -2.29291  0.26495  -0.34
S  3.46679  -2.65472  -0.33593  0.97
O  2.87836  -2.91613  0.96328  -0.75
O  3.30426  -3.70585  -1.36809  -0.68
F  2.48934  -1.53933  -0.94470  -0.05
N  -0.02815  4.18210  -3.37585  -0.01
S  -0.13718  5.04155  -4.61367  0.97
O  0.77776  6.15757  -4.75560  -0.68
O  -1.43558  5.07593  -5.30496  -0.63
F  0.70016  3.87787  -5.39549  -0.33
S  -0.96169  5.20235  -2.48932  1.04
O  -2.36361  5.10567  -2.67522  -0.59
O  -0.29324  6.44909  -2.11937  -0.66
F  -0.85116  4.42626  -1.03821  -0.18
N  -0.14124  1.08321  0.29193  0.10
S  -1.59210  0.73183  0.11210  0.53
O  -2.56800  1.11165  1.12976  -0.74
O  -1.90517  -0.41718  -0.74342  -0.48
F  -1.96399  1.96024  -0.89310  0.01
S  0.03559  -0.24885  1.41540  0.64
O  0.25196  -1.46965  0.66163  -0.22
O  -0.74900  -0.29204  2.67351  -0.65
F  1.52048  0.21488  1.94096  -0.15
C  1.08667  -2.96798  4.28660  -0.56
C  1.94713  -4.22187  4.23225  -0.33
O  3.12322  -3.86836  3.66335  -0.44
H  1.57212  -2.14716  4.81451  0.39
H  0.21930  -3.12885  4.92682  0.16
H  0.75224  -2.60680  3.31407  -0.01
H  1.44291  -4.83627  3.48634  0.23
H  2.19160  -4.66072  5.19958  0.34
H  2.94755  -3.58730  2.76239  0.48
C  -0.21911  5.23765  2.10527  -1.12
C  0.11713  3.74106  2.28969  0.15
O  0.58998  3.35687  1.07915  -0.54
H  0.68130  5.81460  1.89434  0.29
H  -0.80789  5.72841  2.88025  0.37
H  -0.80488  5.27999  1.18701  0.09
H  -0.84112  3.23527  2.40809  0.14
H  0.84024  3.49315  3.06671  0.21
H  0.37393  2.45544  0.82943  0.39
C  -2.41397  -4.09603  -0.33988  -0.85
C  -1.83532  -4.20596  -1.74641  0.09
O  -2.04772  -5.45273  -2.38778  -0.59
H  -1.98532  -4.84544  0.32551  0.40
H  -3.48723  -4.24943  -0.22731  0.43
H  -2.14196  -3.19122  0.20366  0.01
H  -0.76800  -4.02080  -1.62543  0.02
H  -2.17949  -3.41963  -2.41822  0.20
H  -2.95899  -5.59661  -2.65324  0.29
C  -2.41761  1.08573  -5.20339  -1.53
C  -2.24160  1.17276  -3.65266  0.84
O  -1.00125  1.73252  -3.42252  -0.22
H  -1.64585  1.61445  -5.76280  0.26
H  -3.45842  1.38171  -5.33456  0.46
H  -2.28630  0.02505  -5.41740  0.38
H  -2.19051  0.14780  -3.28530  -0.17
H  -3.00857  1.65897  -3.04978  0.02
H  -1.08743  2.68472  -3.50901  -0.01
C  -5.27448  4.57396  0.03648  -1.31
C  -4.82453  3.63938  -1.04737  0.54
O  -5.14037  2.30594  -0.62695  -0.57
H  -4.42891  4.69162  0.71416  0.26
H  -6.20594  4.15607  0.41839  0.33
H  -5.53686  5.53907  -0.39693  0.35
H  -3.75544  3.84896  -1.08224  -0.26
H  -5.36092  3.75320  -1.98940  0.32
H  -4.54125  1.91843  0.01531  0.29
C  5.01526  -0.30980  2.86314  -0.26
C  6.43590  0.20370  2.41240  -0.53
O  6.07617  0.88536  1.18920  -0.44
H  4.49877  -1.01582  2.21285  -0.07
H  4.33647  0.54298  2.85238  0.15
H  5.13888  -0.67107  3.88407  0.39
H  7.12453  -0.63276  2.29308  0.20
H  7.02781  0.87240  3.03735  0.32
H  5.79042  1.79183  1.32422  0.25
C  -2.29830  -3.77461  3.63046  -0.56
C  -2.74224  -2.61360  4.44568  -0.04
O  -2.11132  -2.56739  5.75426  -0.57
H  -1.25907  -4.04811  3.81291  0.14
H  -2.46052  -3.47047  2.59639  0.02
H  -3.08002  -4.53221  3.68563  0.37
H  -3.82568  -2.50133  4.48650  0.42
H  -2.32155  -1.68768  4.05350  0.04
H  -2.69407  -2.19054  6.41758  0.26
C  0.05710  -1.31862  -4.76679  -0.97
C  0.88321  -1.64877  -3.52265  -0.41
O  0.51068  -0.81580  -2.51186  0.10
H  -1.00838  -1.52504  -4.66559  0.06
H  0.31230  -2.02373  -5.55786  0.52
H  0.20660  -0.31062  -5.15367  0.16
H  1.96515  -1.69947  -3.64477  0.33
H  0.63357  -2.69043  -3.32089  0.20
H  -0.09625  -1.21507  -1.88429  -0.04



# C16H49N3O9

A 7-piece molecular cluster, C16H49N3O9 overall in a non-equilibrium geometry (ωB97M-V/def2-TZVPD, the OMol25 dataset).

The relative energy (zero: lowest compared OMol25 entry of this formula, charge and spin) is 3.150 eV. As for the multiplicity: 1. As for the SMILES: COC[C@H](C)N.COC[C@H](C)N.COC[C@H](C)N.OCCO.OCCO.O.O. The value obtained for the HOMO-LUMO gap is 9.18 eV. The lowest unoccupied orbital energy is 0.35 eV. The value obtained for the total energy is -40278.9416 eV.

Each line ends with the Mulliken charge.
Cartesian coordinates (Å):
C  0.54642  -3.31440  1.73018  -0.57
O  -0.50734  -2.87072  2.49287  -0.39
C  -1.87845  -2.75108  1.92101  -0.53
C  -2.56886  -1.54399  2.77274  0.58
C  -1.94844  -0.15135  2.35204  -1.02
N  -2.10197  -1.76677  4.14062  -0.89
H  1.20007  -3.91781  2.36006  0.32
H  1.10045  -2.47891  1.30227  0.01
H  0.23144  -3.98024  0.92672  0.32
H  -1.98408  -2.59680  0.84717  0.33
H  -2.51629  -3.60191  2.16046  0.45
H  -3.65768  -1.54727  2.82317  0.15
H  -2.12743  -0.15167  1.27683  -0.14
H  -0.89216  0.06542  2.51134  0.48
H  -2.40854  0.77769  2.68862  0.43
H  -2.00753  -0.84996  4.55372  0.26
H  -1.15596  -2.12035  4.15289  0.36
C  2.08675  -0.52259  -1.15134  -1.07
O  0.68138  -0.31106  -0.95594  -0.21
C  0.12917  0.24783  -2.16892  -1.46
C  -1.40809  0.56394  -2.03640  0.81
C  -1.71404  1.63803  -1.02117  -1.26
N  -2.16275  -0.60371  -1.56368  -0.60
H  2.70418  0.33639  -1.41405  0.36
H  2.33890  -1.19817  -1.96873  0.39
H  2.48650  -0.85461  -0.19318  0.32
H  0.65159  1.17030  -2.42234  0.54
H  0.33180  -0.48147  -2.95324  0.62
H  -1.70179  0.96768  -3.00533  0.43
H  -2.65812  1.49631  -0.49512  0.41
H  -1.62101  2.60908  -1.50749  0.44
H  -0.95521  1.47725  -0.25539  0.12
H  -1.59721  -0.92396  -0.79057  -0.18
H  -3.01365  -0.26661  -1.13655  0.23
C  1.91967  3.12190  3.71820  -0.66
O  3.23820  2.56489  3.56312  -0.46
C  3.68291  2.44278  2.18865  -0.34
C  5.25531  2.15306  2.10298  0.33
C  5.61837  1.74324  0.65383  -1.34
N  5.65290  1.13703  3.03797  -0.75
H  1.20865  2.78426  2.96419  0.19
H  1.97862  4.19126  3.92092  0.29
H  1.53113  2.85744  4.70166  0.31
H  3.16664  1.64066  1.66124  0.06
H  3.42992  3.40461  1.74260  0.44
H  5.66289  3.10353  2.44735  0.30
H  4.95091  0.99829  0.22065  0.25
H  6.56802  1.21089  0.70743  0.42
H  5.76969  2.65678  0.07881  0.37
H  4.93645  1.23486  3.74311  0.34
H  5.44241  0.22911  2.64878  0.27
O  1.86160  -1.41170  -7.44033  -0.54
C  1.71802  -0.14571  -6.68647  -0.21
C  2.94791  0.13965  -5.80276  -0.51
O  3.00602  -0.70131  -4.63856  -0.45
H  1.18801  -1.36071  -8.12244  0.29
H  1.60511  0.66360  -7.40782  0.34
H  0.80803  -0.34814  -6.12162  0.21
H  2.77974  1.03871  -5.20988  0.25
H  3.91213  0.11419  -6.31044  0.36
H  3.39435  -1.55595  -4.83953  0.28
O  -4.97688  -1.18184  -0.64937  -0.64
C  -5.36719  -0.73547  0.60954  0.26
C  -6.86521  -0.78848  0.84791  -0.64
O  -7.31685  -2.01589  1.41193  -0.51
H  -4.23349  -1.78920  -0.64084  0.36
H  -4.93455  -1.34840  1.40025  -0.07
H  -4.93870  0.26467  0.67456  0.19
H  -7.37848  -0.56366  -0.08702  0.29
H  -7.04636  0.04734  1.52370  0.34
H  -7.05752  -2.68626  0.77557  0.31
O  -0.38863  -2.74411  -1.42732  -0.72
H  0.38678  -2.29015  -1.09734  0.36
H  -0.82268  -2.10114  -1.98806  0.40
O  -1.13247  4.09695  1.81073  -0.64
H  -2.08569  4.17813  1.84240  0.32
H  -0.97779  3.20549  1.49831  0.31